[1]
This record from the Open Molecules 2025 dataset describes a molecular structure, C7H19N8O13Pb in a non-equilibrium geometry. The level of theory is the ωB97M-V functional and the def2-TZVPD basis.

Cartesian coordinates (Å):
Pb 0.003 -0.064 -0.880
O -1.408 -3.971 -0.414
C -0.905 -2.870 -1.048
O 0.326 -2.721 -1.147
O -1.744 -2.038 -1.492
H -2.349 -3.772 -0.341
O 4.199 -1.034 -1.605
C 3.190 -0.911 -2.571
O 3.310 -1.450 -3.662
O 2.229 -0.180 -2.161
H 3.756 -0.483 -0.940
O -4.113 2.122 0.155
C -3.468 0.998 -0.300
O -4.037 -0.097 -0.200
O -2.314 1.227 -0.762
H -5.019 1.843 0.328
C -0.527 2.558 -3.335
O 0.127 1.666 -2.822
N 0.014 3.471 -4.199
N -1.869 2.745 -3.070
H 0.948 3.379 -4.546
H -0.675 4.000 -4.702
H -2.219 3.687 -2.994
H -2.149 2.158 -2.273
C 2.488 -1.920 1.253
O 1.879 -0.973 0.790
N 3.677 -1.829 1.931
N 2.009 -3.189 1.118
H 4.120 -0.943 2.076
H 4.151 -2.665 2.215
H 2.552 -4.019 1.254
H 1.137 -3.226 0.606
C 1.067 2.548 1.549
O 1.078 1.875 0.540
N 0.590 3.829 1.563
N 1.564 2.078 2.744
H 0.690 4.395 2.381
H 0.266 4.154 0.671
H 2.257 1.356 2.713
H 1.402 2.622 3.570
C -1.798 -1.447 1.989
O -1.247 -0.571 1.351
N -2.979 -1.967 1.563
N -1.313 -1.924 3.186
H -3.522 -2.624 2.089
H -3.430 -1.410 0.829
H -0.387 -1.602 3.413
H -1.557 -2.811 3.587

For the LUMO energy, the calculation gives 2.4 eV. The calculation puts the relative energy (zero: lowest compared OMol25 entry of this formula, charge and spin) at 2.4 kcal/mol. The calculated total energy is -1887.557617 a.u. The HOMO-LUMO gap comes out at 7.0 eV. The charge is -1.

Here are the natural (NBO) charges for atoms 1 to 5, given in e: Pb 1.62; O -0.74; C 0.94; O -0.78; O -0.79

[2]
This record from the Open Molecules 2025 dataset describes C5H13NO in the gas phase in a non-equilibrium geometry. The level of theory is the ωB97M-V functional and the def2-TZVPD basis.

Cartesian coordinates (Å):
C 2.136 0.094 -0.777
C 1.185 1.059 -0.037
N 0.008 0.297 0.375
C 0.168 -0.490 1.537
C -1.339 0.594 -0.036
C -2.033 -0.743 -0.432
O -1.544 -1.262 -1.639
H 1.784 -0.198 -1.774
H 2.387 -0.725 -0.104
H 3.099 0.593 -0.762
H 1.035 1.994 -0.598
H 1.827 1.296 0.800
H 0.823 -0.133 2.350
H -0.752 -0.724 2.075
H 0.525 -1.529 1.371
H -1.859 1.140 0.828
H -1.247 1.232 -0.941
H -3.090 -0.425 -0.586
H -2.131 -1.492 0.362
H -0.983 -0.577 -2.010

For the LUMO energy, the calculation gives 1.0 eV. The calculation puts the relative energy (zero: lowest compared OMol25 entry of this formula, charge and spin) at 51.7 kcal/mol. The calculated total energy is -328.236498 a.u. The HOMO-LUMO gap comes out at 8.9 eV. The SMILES is CCN(C)CCO.

Here are the natural (NBO) charges for atoms 1 to 5, given in e: C -0.61; C -0.20; N -0.49; C -0.42; C -0.22

[3]
This record from the Open Molecules 2025 dataset describes C5H8FN in the gas phase in a non-equilibrium geometry. The level of theory is the ωB97M-V functional and the def2-TZVPD basis.

Cartesian coordinates (Å):
C 1.158 1.252 0.349
C 0.578 0.073 0.136
C -0.815 -0.282 -0.302
C 1.631 -1.099 0.214
C -1.855 0.809 0.011
N -0.856 -1.404 -0.888
F -3.120 0.254 -0.106
H 2.241 1.268 0.594
H 0.735 2.250 0.265
H 1.869 -1.187 1.205
H 1.190 -1.935 -0.293
H 2.493 -0.753 -0.397
H -1.852 1.512 -0.689
H -1.625 1.075 1.078
H -1.771 -1.833 -1.176

For the LUMO energy, the calculation gives 0.7 eV. The calculation puts the relative energy (zero: lowest compared OMol25 entry of this formula, charge and spin) at 36.5 kcal/mol. The calculated total energy is -349.861123 a.u. The HOMO-LUMO gap comes out at 10.3 eV. The SMILES is [H]/N=C(\CF)C(=C)C.

Here are the natural (NBO) charges for atoms 1 to 5, given in e: C -0.39; C -0.04; C 0.23; C -0.63; C 0.01

[4]
This record from the Open Molecules 2025 dataset describes C3H6OS in the gas phase in a non-equilibrium geometry. The level of theory is the ωB97M-V functional and the def2-TZVPD basis.

Cartesian coordinates (Å):
C 0.941 0.249 -0.181
C -0.442 -0.275 0.370
C -1.744 0.146 -0.130
H 3.554 0.017 0.043
H 1.261 1.173 0.161
H 0.624 0.403 -1.137
H -0.661 -0.484 1.574
H -2.623 0.112 0.610
H -1.931 0.563 -0.978
O -1.311 -1.309 -0.274
S 2.332 -0.595 -0.057

For the LUMO energy, the calculation gives 0.7 eV. The calculation puts the relative energy (zero: lowest compared OMol25 entry of this formula, charge and spin) at 99.3 kcal/mol. The calculated total energy is -591.174827 a.u. The HOMO-LUMO gap comes out at 9.8 eV. The SMILES is SC[C@H]1CO1.

Here are the natural (NBO) charges for atoms 1 to 5, given in e: C -0.64; C 0.07; C -0.11; H 0.16; H 0.25